18
Properties=species:S:1:pos:R:3 method="wB97M-V/def2-TZVPD" charge=+1 spin_multiplicity=2 relative_energy_kj_mol=106.2 energy_ev=-7313.3428 orbital_gap_ev="10.1 / 4.8" max_force_ev_per_a=2.15
C -0.2673 0.4189 1.0927
C -0.1105 1.3306 -0.1448
C -0.9931 0.8645 -1.2918
N -0.7129 -0.4201 -1.9248
C 0.4447 -0.9745 1.3332
N 1.6306 -1.1159 0.5732
H -1.3428 0.2520 1.1703
H 0.1015 0.9237 1.9888
H 0.9420 1.3679 -0.4470
H -0.3295 2.3543 0.1631
H -1.0068 1.6927 -2.0125
H -2.0595 0.8466 -1.0455
H 0.2871 -0.5192 -2.1248
H -0.9310 -1.1995 -1.3015
H 0.7401 -1.1066 2.3698
H -0.2879 -1.7607 1.0555
H 2.4409 -1.6113 0.9521
H 1.4545 -1.3432 -0.4058

***

53
Properties=species:S:1:pos:R:3 method="wB97M-V/def2-TZVPD" charge=+3 spin_multiplicity=1 relative_energy_kj_mol=55.5 energy_ev=-141351.1382 orbital_gap_ev="7.8 / 7.8" max_force_ev_per_a=2.70
Co 0.3664 -0.3579 0.1223
C -1.9425 0.9573 1.2432
N -0.6286 1.3223 0.6360
C -0.8142 2.2265 -0.5421
C -0.3245 1.5973 -1.8013
C -0.3772 2.2647 -3.0109
C 0.0467 1.6169 -4.1567
C 0.4978 0.3040 -4.0609
C 0.5282 -0.2981 -2.8275
N 0.1349 0.3420 -1.6994
C 0.2610 1.9297 1.6655
C 0.7510 0.8450 2.5669
C 1.0947 1.0224 3.8903
C 1.6457 -0.0452 4.5875
C 1.8280 -1.2607 3.9416
C 1.4526 -1.3753 2.6196
N 0.9308 -0.3338 1.9488
C -2.1850 -0.5102 1.1821
C -3.3509 -1.0723 1.6701
C -3.5199 -2.4422 1.6049
C -2.5079 -3.2205 1.0535
C -1.3780 -2.5980 0.5824
N -1.2185 -1.2609 0.6366
H -1.9866 1.2982 2.2795
H -2.7502 1.4668 0.7206
H -1.8723 2.4472 -0.6718
H -0.3208 3.1824 -0.3610
H -0.7511 3.2801 -3.0498
H 0.0163 2.1212 -5.1138
H 0.8242 -0.2424 -4.9347
H 0.8622 -1.3175 -2.7217
H 1.1081 2.3890 1.1557
H -0.2562 2.7174 2.2165
H 0.9425 1.9822 4.3669
H 1.9303 0.0716 5.6252
H 2.2550 -2.1116 4.4536
H 1.5694 -2.3019 2.0757
H -4.1141 -0.4355 2.0991
H -4.4251 -2.9009 1.9806
H -2.5930 -4.2963 0.9910
H -0.5834 -3.1692 0.1487
O 5.0582 -3.4179 -2.1078
C 3.9759 -2.8967 -1.5780
C 2.7669 -3.5812 -1.3822
C 1.7040 -2.9076 -0.8413
N 1.7615 -1.6055 -0.4720
C 2.9275 -0.9801 -0.6688
Br 2.9025 0.8369 -0.1811
C 4.0491 -1.5495 -1.1982
H 4.9734 -4.3532 -2.3433
H 2.6627 -4.6258 -1.6462
H 0.7729 -3.4202 -0.6968
H 4.9680 -0.9948 -1.3317

***

154
Properties=species:S:1:pos:R:3 method="wB97M-V/def2-TZVPD" charge=0 spin_multiplicity=1 smiles="O=C1C=C(O)C(=O)C=C1O.O=C1C=C(O)C(=O)C=C1O.C[N+](=O)[O-].COC[C@H](C)N.COC[C@H](C)N.COC[C@H](C)N.COC[C@H](C)N.COC[C@H](C)N.COC[C@H](C)N.COC[C@H](C)N" relative_energy_kj_mol=525.9 energy_ev=-90659.1221 orbital_gap_ev=6.8 max_force_ev_per_a=4.96
C -3.6677 -7.3592 -4.0308
N -2.7125 -7.0605 -2.9673
O -2.1587 -7.9775 -2.4425
O -2.7107 -5.8758 -2.5928
H -4.2737 -8.2013 -3.6964
H -3.0647 -7.6101 -4.9035
H -4.3211 -6.5247 -4.2852
C 4.9378 -9.8174 2.8743
C 6.1967 -9.1146 2.3440
C 6.0076 -7.5745 2.2412
O 6.8020 -7.0865 1.1833
C 6.9003 -5.6555 1.1451
N 7.3161 -9.2818 3.3180
H 5.2223 -10.8482 3.0858
H 4.1180 -9.6731 2.1706
H 4.6780 -9.3980 3.8462
H 6.4679 -9.4706 1.3501
H 6.3365 -7.0074 3.1120
H 4.9303 -7.4817 2.1037
H 5.9334 -5.1920 1.3410
H 7.2310 -5.4193 0.1337
H 7.5267 -5.3168 1.9703
H 8.0664 -8.7933 2.8505
H 7.6805 -10.2083 3.1480
C -0.8285 9.8863 -6.2534
C -0.2809 8.5022 -6.5160
C -1.1296 7.6309 -7.4063
O -1.3496 8.0978 -8.7441
C -2.4046 7.4172 -9.3911
N 1.0939 8.5841 -6.9204
H -0.1612 10.6448 -5.8444
H -1.6705 9.8108 -5.5653
H -1.3372 10.3006 -7.1239
H -0.3024 8.0828 -5.5101
H -2.1155 7.4656 -6.9719
H -0.7431 6.6121 -7.3801
H -3.4205 7.7794 -9.2337
H -2.3501 6.3358 -9.2657
H -2.2365 7.5566 -10.4590
H 1.7946 9.1957 -6.5266
H 1.1652 8.8690 -7.8868
C -8.2483 3.3081 -10.7488
C -7.9968 1.8779 -10.1895
C -6.9621 1.7348 -9.0305
O -5.6671 2.1016 -9.4465
C -4.7240 1.7532 -8.4311
N -9.3087 1.5734 -9.6237
H -9.1318 3.4175 -11.3777
H -7.4771 3.3839 -11.5153
H -8.0174 4.1322 -10.0737
H -7.7309 1.2365 -11.0298
H -7.0059 0.7130 -8.6533
H -7.2764 2.4768 -8.2966
H -3.7559 2.0385 -8.8430
H -4.7583 0.7017 -8.1459
H -4.8590 2.4272 -7.5852
H -9.2745 0.7217 -9.0820
H -9.6460 2.2971 -9.0051
C 3.6212 0.7357 6.6133
C 2.3791 0.7361 7.5498
C 2.5072 1.8657 8.6414
O 1.4060 1.8520 9.5175
C 1.5519 2.7584 10.6804
N 1.2627 0.9464 6.7223
H 3.4892 1.3527 5.7245
H 3.8335 -0.2138 6.1219
H 4.5339 1.1493 7.0424
H 2.2578 -0.2574 7.9814
H 2.6969 2.8365 8.1835
H 3.4440 1.6122 9.1376
H 2.0218 3.7118 10.4390
H 2.1568 2.3609 11.4954
H 0.5256 2.8959 11.0209
H 1.0087 0.2198 6.0683
H 0.4775 1.2593 7.2752
C -0.0453 2.1951 -1.9433
C 0.0405 0.8000 -1.2789
C -0.3773 0.7124 0.2194
O -0.7213 -0.5933 0.6431
C 0.3999 -1.3928 0.5594
N -0.7666 -0.1645 -2.0034
H 0.4443 2.0296 -2.9031
H 0.4985 3.0134 -1.4713
H -1.0845 2.4941 -2.0804
H 1.0924 0.5302 -1.1853
H -1.2354 1.3459 0.4437
H 0.4817 1.0073 0.8222
H 0.0627 -2.2632 1.1223
H 1.2951 -1.0630 1.0866
H 0.7038 -1.6111 -0.4644
H -0.7765 -0.9425 -1.3594
H -1.6932 0.2062 -2.1583
C -0.9077 7.3565 7.0968
C -1.3537 7.7650 5.7084
C -1.3421 6.6889 4.6260
O -1.9600 7.1284 3.4499
C -1.2745 8.0005 2.6680
N -2.7164 8.2529 5.7391
H -0.6704 8.1930 7.7542
H -0.0006 6.7591 7.0057
H -1.6154 6.6769 7.5714
H -0.6980 8.5347 5.3015
H -1.9147 5.8508 5.0232
H -0.3138 6.3405 4.5293
H -1.0889 8.9281 3.2095
H -1.8150 8.2646 1.7591
H -0.2662 7.6810 2.4047
H -2.7351 9.2463 5.9206
H -2.8901 8.2263 4.7445
C -6.3318 -7.8100 9.7542
C -5.1406 -7.5675 8.8223
C -4.3493 -6.2372 9.0849
O -3.0534 -6.1267 8.4294
C -2.8872 -4.9256 7.6767
N -4.2633 -8.6609 8.9331
H -6.0398 -8.2667 10.6999
H -7.0266 -8.5294 9.3208
H -6.7997 -6.8737 10.0584
H -5.4822 -7.5239 7.7882
H -4.0477 -6.1778 10.1307
H -5.0546 -5.4345 8.8696
H -1.8199 -4.8924 7.4579
H -3.2583 -4.0934 8.2750
H -3.3774 -4.9135 6.7032
H -3.8350 -8.5653 9.8427
H -3.5265 -8.3790 8.3024
C 6.0693 3.2136 -2.5975
C 5.4963 4.4235 -2.7714
C 5.6190 5.5404 -1.7209
O 5.0420 6.6730 -1.8885
C 6.4425 5.1239 -0.5761
C 7.0556 3.9126 -0.4167
C 6.7608 2.7859 -1.3683
O 7.1467 1.6088 -1.2788
O 7.8587 3.6948 0.7034
O 4.8787 4.6941 -3.9661
H 6.0569 2.4651 -3.3759
H 6.6040 5.8460 0.2106
H 8.3693 2.9000 0.5326
H 4.5175 5.5833 -3.9878
C 1.3258 -7.2540 -5.8243
C 1.8424 -8.2109 -5.0074
C 2.6902 -7.8979 -3.8433
O 3.2210 -8.6900 -3.0928
C 2.7925 -6.4323 -3.5562
C 2.3415 -5.5138 -4.3933
C 1.5370 -5.8390 -5.6443
O 1.0881 -5.0656 -6.4499
O 2.4991 -4.2375 -4.1399
O 1.7143 -9.4988 -5.2943
H 0.7474 -7.6836 -6.6288
H 3.4008 -6.1712 -2.7028
H 1.7110 -3.8074 -4.4796
H 2.2093 -9.9229 -4.5895

***

20
Properties=species:S:1:pos:R:3 method="wB97M-V/def2-TZVPD" charge=0 spin_multiplicity=1 relative_energy_kj_mol=543.6 energy_ev=-8823.7790 orbital_gap_ev=6.5 max_force_ev_per_a=1.71
C -0.9074 -0.5256 -0.1020
C -1.1128 0.6055 0.7627
C 2.2746 0.8323 -0.4603
C -1.0790 -0.4774 -1.5908
N 1.1664 0.2249 0.2199
N 1.5926 -0.5534 1.3440
N -2.4372 -0.2824 0.6881
H -0.5454 -1.4412 0.3447
H 2.1366 0.0236 1.9966
H 2.2405 -1.2933 1.0466
H -3.2070 0.0152 0.1039
H -2.6390 -0.8937 1.4681
H -0.6757 0.5472 1.7485
H -1.2729 1.5759 0.3144
H 2.8705 1.5133 0.1859
H 3.0017 0.0978 -0.8745
H 1.9009 1.4348 -1.2963
H -1.6884 -1.3094 -1.9484
H -0.0882 -0.5555 -2.0332
H -1.5307 0.4615 -1.9180

***

11
Properties=species:S:1:pos:R:3 method="wB97M-V/def2-TZVPD" charge=+2 spin_multiplicity=1 relative_energy_kj_mol=0.0 energy_ev=-12863.5891 orbital_gap_ev=4.9 max_force_ev_per_a=4.09
Tl -12.1796 14.9577 -12.2486
O -13.8069 12.9931 -11.0001
H -14.6475 12.9951 -10.4916
C -13.5938 15.2742 -8.8841
O -12.8148 15.8754 -9.6219
N -14.4974 15.8944 -8.0688
N -13.6002 13.8844 -8.8560
H -15.2029 15.3057 -7.6472
H -14.4384 16.8889 -7.8801
H -12.9979 13.3161 -9.4527
H -14.2924 13.4797 -8.2264

***

76
Properties=species:S:1:pos:R:3 method="wB97M-V/def2-TZVPD" charge=-2 spin_multiplicity=1 relative_energy_kj_mol=181.5 energy_ev=-42068.4012 orbital_gap_ev=3.0 max_force_ev_per_a=6.97
Sr -0.0970 -0.5281 0.7158
N 0.4557 -4.5192 3.5316
N -0.4800 -2.2428 -1.6849
C 0.6041 2.3514 -0.1548
C 1.7534 1.5837 0.1741
C 1.8317 1.5095 1.5934
C 2.9327 0.8847 2.3626
H 3.8105 0.7286 1.7220
H 2.6492 -0.0923 2.7906
H 3.2492 1.5272 3.1993
C 0.7035 2.1847 2.1270
C 0.4071 2.4049 3.5605
H 0.7283 3.4032 3.9030
H 0.9133 1.6631 4.1899
H -0.6731 2.3288 3.7530
C -0.0574 2.6985 1.0522
C -1.2776 3.5292 1.1946
H -1.9249 3.1490 1.9999
H -1.8693 3.5389 0.2700
H -1.0427 4.5785 1.4432
C 2.7290 1.0030 -0.7807
H 3.7473 1.3888 -0.5972
H 2.4636 1.2475 -1.8200
H 2.7921 -0.1005 -0.7186
C 0.2765 2.8034 -1.5271
H -0.6764 3.3521 -1.5550
H 0.1830 1.9489 -2.2197
H 1.0617 3.4666 -1.9460
C -0.6573 -4.8713 4.1157
H -0.4563 -5.2956 5.0995
C -1.8874 -4.7115 3.4248
H -2.7172 -5.1501 3.9681
C -1.9788 -3.9707 2.2559
H -2.9483 -3.9542 1.6799
C -0.8185 -3.2637 1.7767
H -0.8316 -2.7272 0.7874
C 0.3599 -3.7031 2.4646
C 1.8768 -3.5373 2.5130
H 2.0444 -3.0174 1.4556
C -0.9136 -1.1470 -2.1902
C 0.4755 -2.8552 -2.5144
H 1.1729 -3.6580 -2.2425
C 0.2634 -2.3337 -3.7474
H 0.5972 -2.7489 -4.7289
N -0.5933 -1.1970 -3.5325
C -0.7088 0.0206 -4.1811
C 0.4129 0.4963 -4.8872
C 0.2112 1.7255 -5.4897
H 0.9696 2.0907 -6.1790
C -0.9486 2.4653 -5.2477
C -1.2564 3.6541 -6.1060
H -1.8343 4.4013 -5.5344
H -1.8646 3.3687 -6.9909
H -0.3233 4.1172 -6.4742
C -1.8554 2.0747 -4.2521
H -2.7014 2.7258 -4.0240
C -1.6928 0.8814 -3.5933
C -2.4350 0.6070 -2.3163
H -2.6350 -0.4641 -2.1162
H -3.4048 1.1134 -2.3540
H -1.9551 1.0371 -1.4131
C 1.7364 -0.1881 -4.8436
H 1.6860 -1.2398 -5.1091
H 2.2327 -0.1198 -3.8651
H 2.3956 0.2851 -5.5653
C -1.8515 -1.0952 5.5215
N -0.4844 -1.5105 5.3530
C 0.1884 -1.3466 4.1832
N 1.4473 -1.9109 4.2015
O -0.2887 -0.7215 3.2019
H -2.2733 -0.8329 4.5528
H -1.8759 -0.2273 6.1844
H -2.4106 -1.9156 5.9702
H -0.0137 -2.0205 6.0891
H 1.7872 -2.4986 3.1742
H 1.5648 -2.6221 4.9465

***

11
Properties=species:S:1:pos:R:3 method="wB97M-V/def2-TZVPD" charge=0 spin_multiplicity=1 smiles="CO[SiH2]N=C=O" relative_energy_kj_mol=12.3 energy_ev=-15618.9021 orbital_gap_ev=11.1 max_force_ev_per_a=2.42
C 0.2257 0.1645 2.2948
C 0.1598 -1.2385 -1.1020
N 0.1014 0.7607 1.2923
O 0.3940 -0.4774 3.2283
O -0.2012 0.0837 -1.4013
Si -0.2935 1.2976 -0.2762
H 0.0517 -1.2291 -0.0243
H 1.1810 -1.6016 -1.3789
H -0.6267 -1.7933 -1.5497
H -1.6138 1.6762 -0.3600
H 0.6217 2.3569 -0.7230

***

77
Properties=species:S:1:pos:R:3 method="wB97M-V/def2-TZVPD" charge=+2 spin_multiplicity=1 relative_energy_kj_mol=0.0 energy_ev=-90980.0838 orbital_gap_ev=7.3 max_force_ev_per_a=0.11
Ir -0.2728 -0.2945 0.7362
C -0.2643 -1.0577 3.5692
N -1.0919 -1.3053 2.3432
C -2.4794 -0.7830 2.4775
C -2.5356 0.6955 2.1531
C -3.4659 1.5509 2.7065
C -3.4730 2.8846 2.3122
C -2.5398 3.3269 1.3899
C -1.6253 2.4236 0.8777
N -1.6439 1.1388 1.2402
C -1.0337 -2.7427 1.9454
C 0.3579 -3.0157 1.4313
C 1.0278 -4.1962 1.6672
C 2.3315 -4.3361 1.2035
C 2.9256 -3.2761 0.5462
C 2.1934 -2.1204 0.3345
N 0.9285 -1.9987 0.7449
C 0.7373 0.0544 3.3896
C 1.4487 0.5733 4.4543
C 2.3773 1.5755 4.2179
C 2.5563 2.0416 2.9247
C 1.8099 1.4907 1.9028
N 0.9330 0.5032 2.1392
H 0.2726 -1.9765 3.8108
H -0.9156 -0.8406 4.4169
H -2.8840 -0.9793 3.4721
H -3.0896 -1.3281 1.7569
H -4.1705 1.1848 3.4413
H -4.1944 3.5706 2.7354
H -2.5061 4.3598 1.0744
H -0.8472 2.6817 0.1692
H -1.7590 -2.8826 1.1441
H -1.2869 -3.4006 2.7794
H 0.5420 -4.9913 2.2164
H 2.8750 -5.2554 1.3746
H 3.9428 -3.3294 0.1864
H 2.6117 -1.2725 -0.1885
H 1.2759 0.1974 5.4540
H 2.9470 1.9924 5.0374
H 3.2597 2.8308 2.7008
H 1.8703 1.8118 0.8707
C -4.2867 -0.9426 -0.8877
S -2.6885 -0.3130 -1.3825
C -2.6402 -1.0079 -3.0174
O -1.6968 -1.1847 -0.5646
H -5.0327 -0.5476 -1.5772
H -4.5068 -0.5763 0.1133
H -4.2767 -2.0315 -0.9193
H -3.4493 -0.5526 -3.5884
H -2.7618 -2.0884 -2.9517
H -1.6869 -0.7364 -3.4670
O 0.4851 0.9899 -0.6482
C 1.0561 0.8938 -1.9412
C 1.6381 -0.4710 -2.2967
C 0.9571 -1.6527 -2.3984
C 1.7603 -2.7306 -2.8491
C 3.0422 -2.3420 -3.1004
S 3.2727 -0.6799 -2.7976
C 2.1531 1.9564 -1.9685
C 3.3031 1.9739 -1.2269
C 4.0937 3.1309 -1.4514
C 3.5237 3.9716 -2.3585
S 2.0391 3.3661 -2.9381
C 0.0128 1.2385 -3.0021
C -1.0402 2.0971 -2.8791
C -1.7389 2.3057 -4.1004
C -1.1819 1.6158 -5.1338
S 0.1736 0.7041 -4.6323
H -0.0876 -1.7543 -2.1474
H 1.4015 -3.7395 -2.9952
H 3.8571 -2.9430 -3.4721
H 3.5940 1.1762 -0.5556
H 5.0444 3.3213 -0.9753
H 3.9057 4.9109 -2.7244
H -1.2919 2.5845 -1.9495
H -2.5966 2.9538 -4.2095
H -1.4956 1.5971 -6.1655